C26H42BrNNiOP2 as an isolated structure in a non-equilibrium geometry, computed with the ωB97M-V functional and the def2-TZVPD basis.

Calculated values
total energy: -160824.00644 eV
HOMO-LUMO gap (alpha / beta): 7.81 / 4.99 eV
multiplicity: 3
HOMO level (alpha / beta): -14.07 / -14.08 eV
charge: +2

Each line ends with the Löwdin charge.
Atoms and positions in Å:
C -3.19453 -5.01703 -4.43594  0.012
C -3.30900 -3.87188 -5.26844  -0.217
C -4.08911 -3.99408 -6.44174  -0.002
C -4.59875 -5.25294 -6.78111  -0.108
N -4.42378 -6.32844 -6.01665  0.085
C -3.75297 -6.22497 -4.86592  -0.104
C -2.59858 -2.66038 -4.97947  -0.052
C -1.68105 -2.19131 -4.16140  -0.095
C -0.78429 -2.21077 -3.07325  -0.219
C -1.19139 -1.95818 -1.73744  -0.032
C -0.25583 -1.49107 -0.81137  -0.121
C 1.08816 -1.29215 -1.18930  -0.678
C 1.52913 -1.74724 -2.45069  -0.090
C 0.60215 -2.19284 -3.37906  -0.014
Ni -1.95618 -1.05763 -5.51062  0.509
P -2.73070 0.62600 -0.48889  1.169
H -4.26009 -3.14132 -7.09322  0.109
H -2.65117 -4.98348 -3.49364  0.116
H -5.15530 -5.37264 -7.71786  0.123
H -3.63944 -7.13318 -4.27043  0.121
H 0.92683 -2.46987 -4.38421  0.136
H -2.25116 -2.03551 -1.48606  0.106
H 2.58039 -1.68328 -2.71445  0.119
H -0.57952 -1.22074 0.19232  0.066
C -1.78529 2.03261 0.24669  -0.346
C -2.55627 3.31259 0.57325  -0.109
H -0.98955 2.23120 -0.49195  0.074
H -1.28550 1.62862 1.14309  0.083
H -1.86749 4.04839 1.01160  0.099
H -2.99352 3.77196 -0.32411  0.075
H -3.35763 3.14090 1.30523  0.070
C -4.29555 1.31456 -1.16358  -0.369
C -5.17476 0.21505 -1.76293  -0.125
H -4.00947 2.03538 -1.94366  0.047
H -4.81979 1.86073 -0.36917  0.095
H -6.03860 0.66155 -2.27367  0.093
H -4.62153 -0.38316 -2.50332  0.065
H -5.56328 -0.46462 -0.99210  0.080
C -3.29822 -0.24467 1.03819  -0.360
C -4.26941 0.50629 1.94552  -0.100
H -2.37570 -0.50435 1.58456  0.065
H -3.75388 -1.18492 0.68819  0.089
H -4.57683 -0.16651 2.75698  0.101
H -3.80808 1.38725 2.40976  0.076
H -5.17953 0.81552 1.41723  0.076
Br 2.22147 -0.27888 -0.14747  0.893
P -0.81218 1.98509 -5.12289  0.990
C -2.32301 1.98887 -4.10101  -0.447
C -2.58821 3.45843 -3.77373  -0.155
H -2.15609 1.38099 -3.20068  0.037
H -3.14578 1.53404 -4.66881  0.078
H -3.38933 3.56785 -3.03725  0.056
H -1.69617 3.96740 -3.38152  0.075
H -2.89222 4.00096 -4.67780  0.087
C 0.41125 1.90754 -3.75522  -0.412
C 1.75981 2.39439 -4.27202  -0.152
H 0.45710 0.88474 -3.35544  0.065
H 0.07070 2.55678 -2.93443  0.074
H 2.53113 2.29754 -3.50085  0.078
H 2.08002 1.82757 -5.15256  0.069
H 1.68982 3.44835 -4.56133  0.080
C -0.67891 0.42660 -6.03546  -0.429
C -1.89778 0.33831 -7.02171  -0.135
H -0.47877 -0.41943 -5.27321  0.064
H 0.24192 0.48532 -6.65817  0.124
H -2.60914 -0.53711 -6.97982  0.077
H -2.52155 1.24021 -6.95779  0.091
H -1.46305 0.27629 -8.02626  0.118
C 0.63703 -1.72043 2.66235  -0.142
O -0.10344 -0.54911 2.28573  -0.208
H 1.52595 -1.85184 2.02363  0.036
H -0.03962 -2.57058 2.51263  0.090
H 0.94756 -1.67166 3.71808  0.096
H 0.43097 0.22858 2.51666  0.082